[1]
{"formula": "C44H47N3O3P2RuS", "method": "ωB97M-V/def2-TZVPD", "species": ["Ru", "S", "P", "P", "O", "O", "O", "N", "N", "N", "C", "C", "C", "C", "C", "C", "C", "C", "C", "C", "C", "C", "C", "C", "C", "C", "C", "C", "C", "C", "C", "C", "C", "C", "C", "C", "C", "C", "C", "C", "C", "C", "C", "C", "C", "C", "C", "C", "C", "C", "C", "C", "C", "C", "H", "H", "H", "H", "H", "H", "H", "H", "H", "H", "H", "H", "H", "H", "H", "H", "H", "H", "H", "H", "H", "H", "H", "H", "H", "H", "H", "H", "H", "H", "H", "H", "H", "H", "H", "H", "H", "H", "H", "H", "H", "H", "H", "H", "H", "H", "H"], "positions_angstrom": [[0.089, -0.436, -0.278], [-1.249, 1.471, 0.448], [-1.799, -0.706, -1.625], [1.369, 1.258, -1.069], [1.101, 0.775, 2.666], [-1.280, 1.940, 1.830], [0.119, -1.013, 1.725], [1.435, -1.944, -0.635], [-0.049, 0.573, 4.930], [2.632, -3.874, -1.112], [-1.647, -1.641, -5.633], [-1.635, 0.606, -4.006], [-3.707, -4.650, -0.252], [3.442, 0.982, 0.723], [-1.580, 0.752, -5.381], [-0.152, -0.648, 4.064], [3.873, 0.090, -4.721], [-2.076, -2.913, 0.074], [-4.126, -4.040, -1.427], [-3.946, 2.025, 0.433], [-1.605, 3.934, -0.819], [-1.691, -1.793, -4.255], [0.575, -3.437, -2.333], [-4.321, 0.496, -1.890], [2.784, -5.153, -1.838], [4.638, -2.431, -0.795], [-0.813, 2.803, -0.697], [2.372, 3.150, 0.696], [2.540, -0.300, -4.639], [-2.682, -4.088, 0.495], [-2.919, 1.284, -0.126], [2.483, 1.853, 0.200], [4.195, 2.715, 2.200], [1.595, -3.072, -1.312], [-3.524, -2.868, -1.854], [-2.490, -2.296, -1.105], [-5.356, 1.259, -1.369], [4.298, 1.414, 1.718], [2.368, 0.764, -2.485], [0.419, -0.229, 2.703], [-1.698, -0.668, -3.430], [-1.595, -0.373, -6.196], [-1.286, 4.868, -1.795], [0.306, 2.626, -1.503], [1.791, 0.028, -3.523], [-5.180, 1.994, -0.200], [0.610, 3.552, -2.494], [3.727, -3.503, -0.207], [3.680, -5.043, -3.060], [3.707, 1.150, -2.569], [4.454, 0.811, -3.688], [-3.090, 0.486, -1.238], [-0.200, 4.669, -2.642], [3.238, 3.579, 1.689], [1.799, -5.523, -2.106], [0.024, 5.398, -3.410], [1.038, -3.577, -3.310], [-4.481, -0.096, -2.781], [-1.578, -0.261, -7.272], [0.053, -4.354, -2.060], [5.132, -2.794, -1.693], [5.411, -2.165, -0.073], [-1.533, 1.740, -5.818], [3.172, 4.594, 2.056], [-2.460, 4.092, -0.176], [3.539, -0.026, 0.339], [4.872, 3.057, 2.972], [-3.862, -2.410, -2.774], [-6.007, 2.558, 0.209], [-1.638, 1.492, -3.379], [-6.317, 1.263, -1.865], [4.093, -1.527, -1.069], [-3.779, 2.609, 1.329], [2.154, -1.838, 0.075], [0.759, -0.289, -3.466], [-4.182, -5.563, 0.081], [-4.923, -4.477, -2.013], [4.682, -4.709, -2.794], [-1.666, -2.516, -6.268], [3.272, -4.350, -3.797], [-2.355, -4.561, 1.411], [4.168, 1.722, -1.775], [-1.183, -0.981, 3.993], [4.295, -4.409, -0.010], [-1.901, 5.751, -1.907], [3.775, -6.021, -3.529], [4.458, -0.168, -5.594], [0.531, 1.227, 4.359], [5.050, 0.747, 2.116], [-0.147, -2.637, -2.405], [0.449, -1.443, 4.500], [3.196, -5.865, -1.123], [0.410, 0.399, 5.824], [-1.283, -2.503, 0.688], [-1.744, -2.789, -3.838], [5.488, 1.119, -3.755], [-0.957, 1.001, 5.112], [3.305, -3.203, 0.758], [1.632, 3.836, 0.304], [1.477, 3.411, -3.127], [2.085, -0.854, -5.449]], "energy_ha": -3269.86019, "spin_multiplicity": 2, "homo_energy_ev": [-16.219, -16.204], "charge": 3, "de_lowest_ev": 0.176}



[2]
{"formula": "C44H48BCl5N6O7P2S2Ti", "method": "ωB97M-V/def2-TZVPD", "species": ["Ti", "Cl", "Cl", "Cl", "Cl", "Cl", "S", "S", "P", "P", "O", "O", "O", "O", "O", "O", "O", "N", "N", "N", "N", "N", "N", "C", "C", "C", "C", "C", "C", "C", "C", "C", "C", "C", "C", "C", "C", "C", "C", "C", "C", "C", "C", "C", "C", "C", "C", "C", "C", "C", "C", "C", "C", "C", "C", "C", "C", "C", "C", "C", "C", "C", "C", "C", "C", "C", "C", "B", "H", "H", "H", "H", "H", "H", "H", "H", "H", "H", "H", "H", "H", "H", "H", "H", "H", "H", "H", "H", "H", "H", "H", "H", "H", "H", "H", "H", "H", "H", "H", "H", "H", "H", "H", "H", "H", "H", "H", "H", "H", "H", "H", "H", "H", "H", "H", "H"], "positions_angstrom": [[-2.613, -3.303, 0.880], [1.987, -5.208, -3.218], [1.636, -2.121, -2.765], [-0.879, -1.036, -1.364], [-2.248, -5.869, 0.236], [0.036, -7.237, -1.641], [-5.203, -4.053, 0.858], [-4.499, -0.627, 0.241], [-4.183, 3.948, -0.381], [-2.657, 2.140, 2.180], [-4.569, -0.580, -1.191], [-4.388, -3.694, -0.350], [-3.317, -1.531, 0.834], [5.202, -4.024, 0.293], [-4.309, 0.671, 0.918], [-6.040, -5.221, 0.722], [-4.199, -4.184, 2.017], [8.799, -5.609, 1.534], [-0.476, 3.173, 1.073], [7.240, -3.414, -0.840], [-1.751, 4.460, -1.151], [-1.328, -3.430, 2.281], [5.213, -3.243, -1.886], [7.556, -1.863, -5.192], [-6.016, -1.355, 0.865], [-0.410, 4.343, -1.114], [-3.833, 6.629, 0.047], [-6.144, 5.908, -0.806], [6.261, -1.452, -3.159], [2.334, 4.751, -0.616], [5.840, -3.677, -0.692], [-2.322, 1.386, 5.121], [-0.148, -5.521, -1.503], [6.975, -1.010, -4.266], [-0.763, -3.882, 3.209], [-4.525, 2.979, -1.878], [0.226, 3.957, 0.179], [-1.812, 3.127, 0.925], [-1.367, 3.581, 4.276], [0.756, -4.611, -2.184], [-7.375, -2.984, 2.047], [-6.994, -0.424, 1.080], [-1.511, 2.099, 3.970], [-1.185, -4.946, -0.747], [-4.550, 5.734, -0.986], [8.487, -1.328, -6.192], [-2.393, 3.771, -0.190], [-0.303, 1.307, 3.445], [-0.596, -2.678, -1.266], [1.691, 5.209, -1.817], [5.900, -2.798, -3.006], [9.992, -4.982, 1.740], [10.433, -3.894, 0.912], [6.282, -3.664, -4.139], [-3.986, 3.205, 2.686], [7.927, -5.122, 0.653], [1.594, 4.124, 0.348], [-1.412, -3.548, -0.586], [-4.076, 6.304, -2.320], [0.439, 4.842, -2.142], [-6.295, -2.682, 1.231], [-8.243, -0.758, 1.656], [9.534, -3.389, 0.013], [0.529, -3.171, -1.978], [7.191, -3.236, -5.114], [-8.312, -2.014, 2.304], [8.269, -3.948, -0.063], [0.077, -4.257, 4.427], [-3.271, 1.971, 5.224], [-7.418, -3.922, 2.493], [-4.767, 5.986, -3.129], [-4.234, 6.532, 1.093], [9.738, -2.419, -0.523], [-2.369, 3.911, 4.567], [-5.545, 3.206, -2.227], [-6.500, 5.309, 0.066], [-6.851, 0.522, 0.632], [0.007, -5.478, 4.502], [2.060, 3.942, 1.335], [8.953, -2.057, -6.915], [-1.705, 1.535, 5.989], [11.478, -3.567, 1.069], [0.046, 4.750, -3.166], [9.228, -0.684, -5.771], [-3.915, 7.673, -0.303], [-6.342, 6.884, -0.388], [1.210, -3.859, 4.220], [7.586, -3.951, -5.803], [3.389, 4.963, -0.500], [-2.435, 0.276, 4.922], [10.676, -5.407, 2.518], [7.994, -0.623, -6.869], [-3.069, 6.103, -2.715], [0.447, 1.153, 4.221], [-2.688, 6.421, 0.030], [6.969, -5.577, 0.464], [-4.151, 7.430, -2.312], [-4.508, 1.861, -1.789], [-1.076, 4.164, 3.363], [2.098, 6.030, -2.460], [-4.672, 3.117, 1.821], [7.279, 0.087, -4.481], [-9.124, -2.347, 2.944], [-0.530, 0.226, 3.071], [-3.778, 4.251, 2.891], [-6.746, 5.696, -1.700], [-0.555, -3.941, 5.362], [-8.946, 0.011, 1.383], [-3.857, 3.309, -2.715], [6.022, -4.749, -4.108], [5.949, -0.776, -2.373], [-4.561, 2.786, 3.598], [-0.711, 3.818, 5.114], [4.318, -3.715, -2.120], [7.534, -2.760, -1.577], [0.168, 1.836, 2.591]], "energy_ha": -7214.87436, "homo_energy_ev": -6.899, "de_lowest_ev": 6.292}